Record 1
{
  "formula": "C5H5NOS",
  "method": "ωB97M-V with the def2-TZVPD basis set",
  "species": ["C", "C", "C", "C", "C", "N", "O", "S", "H", "H", "H", "H", "H"],
  "positions_angstrom": [[-0.3118, 0.2415, -0.7458], [-0.8167, -0.2460, 0.5811], [0.2492, 1.6480, -0.6431], [0.9883, -1.4468, -0.0685], [0.0840, -1.3799, 0.8690], [-0.1035, 2.4372, 0.2842], [0.7908, -0.5267, -1.0968], [-0.9432, 1.8665, 1.5344], [-1.0439, 0.2291, -1.5629], [-1.8933, -0.5197, 0.8111], [1.0278, 1.8460, -1.3589], [1.8305, -2.0148, -0.1715], [0.1417, -2.1343, 1.5677]],
  "mulliken_charge": [0.42, -0.70, -0.10, -0.55, -0.26, -0.37, -0.42, -0.01, 0.26, 0.35, 0.41, 0.50, 0.45],
  "relative_energy_kcal_mol": 33.1,
  "multiplicity": 3,
  "total_energy_ev": -19633.28994,
  "fmax_ev_per_a": 3.90,
  "s_squared": 2.02
}

---

Record 2
{
  "formula": "C4H7NO",
  "method": "ωB97M-V with the def2-TZVPD basis set",
  "species": ["O", "C", "C", "N", "C", "C", "H", "H", "H", "H", "H", "H", "H"],
  "positions_angstrom": [[1.2729, 0.6425, -2.8676], [1.1118, 0.5673, -1.6776], [0.4306, -0.5875, -0.9409], [-0.1360, -0.0315, 0.2326], [-1.3616, 0.1863, 0.8729], [-0.0769, -0.0774, 1.6315], [1.4103, 1.3884, -0.9877], [1.1642, -1.3682, -0.7040], [-0.3201, -1.0384, -1.5972], [-2.1281, -0.5867, 0.9356], [-1.7773, 1.1885, 0.8095], [0.4446, 0.7417, 2.1236], [-0.0346, -1.0250, 2.1693]],
  "mulliken_charge": [-0.48, 0.07, -0.50, 0.03, -0.49, -0.51, 0.33, 0.31, 0.30, 0.25, 0.23, 0.22, 0.24],
  "relative_energy_kcal_mol": 70.2,
  "smiles": "O=CCN1CC1",
  "multiplicity": 1,
  "total_energy_ev": -7796.59893,
  "fmax_ev_per_a": 0.49
}

---

Record 3
{
  "formula": "H10O5",
  "method": "ωB97M-V with the def2-TZVPD basis set",
  "species": ["O", "H", "H", "O", "H", "H", "O", "H", "H", "O", "H", "H", "O", "H", "H"],
  "positions_angstrom": [[2.7265, -0.3709, 0.1329], [2.3955, -0.9629, -0.5001], [1.9745, -0.0369, 0.6169], [-1.9115, -0.0519, -0.2381], [-1.8875, 0.7561, -0.7021], [-2.7615, -0.1669, 0.1309], [0.8875, 2.7671, -0.4981], [0.6105, 2.0321, -0.0051], [1.8075, 2.8311, -0.3331], [0.3545, 0.4831, 1.1729], [0.0635, 0.6441, 2.0819], [-0.3775, -0.0529, 0.7899], [-0.9165, -2.6319, -0.9161], [-1.4445, -1.8709, -0.6981], [-1.5215, -3.3689, -1.0351]],
  "mulliken_charge": [-0.65, 0.29, 0.41, -0.72, 0.31, 0.32, -0.63, 0.36, 0.31, -0.73, 0.28, 0.39, -0.62, 0.36, 0.32],
  "relative_energy_kcal_mol": 22.8,
  "smiles": "O.O.O.O.O",
  "multiplicity": 1,
  "total_energy_ev": -10399.86239,
  "fmax_ev_per_a": 2.36
}

---

Record 4
{
  "formula": "C3H7BrOSi",
  "method": "ωB97M-V with the def2-TZVPD basis set",
  "species": ["C", "C", "C", "O", "Si", "Br", "H", "H", "H", "H", "H", "H", "H"],
  "positions_angstrom": [[0.6708, -2.3655, -0.4545], [0.0110, 1.1388, -1.4282], [0.0767, 0.7172, 1.7782], [0.2054, -3.4213, -0.1317], [-0.5390, 0.0704, 0.0650], [-2.6765, -0.5446, 0.0598], [1.6999, -2.1659, -0.7432], [0.2479, 2.1735, -1.2533], [0.6451, 0.7535, -2.1180], [-0.9905, 1.2137, -2.0284], [0.9729, 0.0250, 2.0219], [0.4491, 1.7385, 1.6886], [-0.7726, 0.6667, 2.5437]],
  "mulliken_charge": [-0.07, -1.08, -0.92, -0.38, 0.59, -0.27, 0.27, 0.36, 0.39, 0.25, 0.27, 0.33, 0.27],
  "relative_energy_kcal_mol": 16.8,
  "multiplicity": 1,
  "total_energy_ev": -83190.73704,
  "fmax_ev_per_a": 5.09
}

---

Record 5
{
  "formula": "C14H9N2OReSbSe4",
  "method": "ωB97M-V with the def2-TZVPD basis set",
  "species": ["Re", "Se", "Sb", "Se", "Se", "Se", "N", "C", "C", "C", "C", "C", "C", "C", "C", "C", "H", "H", "H", "H", "O", "N", "C", "C", "C", "C", "C", "H", "H", "H", "H", "H"],
  "positions_angstrom": [[1.1506, -2.5324, -0.3204], [5.6090, -4.3187, 0.4871], [4.7446, -2.2229, 0.7633], [2.5912, -3.1920, -1.8465], [2.1880, -2.7618, 1.7210], [4.9955, 0.0383, 0.6141], [0.6795, 7.2443, -1.5712], [0.7417, 6.1070, -1.4290], [0.8155, 4.6887, -1.2491], [1.2863, 4.1756, -0.0352], [1.3671, 2.8130, 0.1383], [0.9734, 1.9531, -0.9056], [0.4948, 2.4789, -2.1216], [0.4168, 3.8432, -2.2897], [1.0649, 0.5686, -0.7347], [1.0879, -0.6578, -0.5636], [1.5779, 4.8529, 0.7547], [1.7266, 2.3986, 1.0701], [0.1885, 1.8112, -2.9144], [0.0494, 4.2663, -3.2137], [-0.6368, -3.2299, -0.2574], [-1.7300, -2.8904, 0.4910], [-2.1137, -1.6073, 0.5816], [-3.2585, -1.3065, 1.2844], [-3.9891, -2.3314, 1.8706], [-3.5596, -3.6456, 1.7422], [-2.4113, -3.9136, 1.0320], [-1.4826, -0.8853, 0.0830], [-3.5714, -0.2757, 1.3622], [-4.8921, -2.1066, 2.4213], [-4.1087, -4.4668, 2.1792], [-1.9956, -4.8950, 0.8560]],
  "mulliken_charge": [-0.06, -0.20, 1.00, 0.04, -0.19, -0.24, -0.36, -0.18, 0.69, -0.64, -0.46, 0.27, -0.49, -0.66, -0.81, 1.79, 0.48, 0.52, 0.47, 0.49, -0.46, 0.30, 0.25, -0.84, -0.09, -0.69, -0.04, 0.33, 0.43, 0.44, 0.44, 0.47],
  "multiplicity": 2,
  "total_energy_ev": -289724.21159,
  "fmax_ev_per_a": 0.71,
  "charge": 2,
  "s_squared": 0.79
}

---

Record 6
{
  "formula": "C26H39N6SiTc",
  "method": "ωB97M-V with the def2-TZVPD basis set",
  "species": ["Tc", "C", "C", "N", "C", "C", "N", "C", "C", "N", "C", "C", "N", "C", "C", "C", "C", "C", "C", "C", "N", "H", "H", "H", "H", "H", "H", "H", "H", "H", "H", "H", "H", "H", "H", "H", "H", "H", "H", "H", "H", "H", "H", "H", "C", "Si", "C", "C", "C", "C", "H", "H", "H", "H", "H", "H", "H", "H", "H", "N", "C", "C", "C", "C", "C", "C", "H", "H", "H", "H", "H", "H", "H"],
  "positions_angstrom": [[0.3839, 0.5729, -0.4239], [1.1800, 3.2234, 2.9362], [1.0876, 2.1377, 1.9243], [0.4249, 2.2061, 0.8201], [-0.3689, 3.3731, 0.4048], [-1.4571, 2.9027, -0.5553], [-0.8988, 1.9413, -1.5566], [-0.0967, 2.6438, -2.6108], [1.0941, 1.8012, -3.0104], [1.8405, 1.4331, -1.7737], [2.9703, 0.4926, -2.0187], [2.4261, -0.8996, -2.2630], [1.4279, -1.2257, -1.1778], [1.9734, -2.0146, -0.0741], [2.3336, -3.4305, -0.3076], [2.1846, -1.2547, 1.0946], [2.8990, -1.6831, 2.2345], [3.0400, -0.8234, 3.2979], [2.4783, 0.4622, 3.2488], [1.7784, 0.8383, 2.1233], [1.6367, -0.0066, 1.0799], [1.0043, 4.2047, 2.5037], [2.1604, 3.2325, 3.4097], [0.4358, 3.0497, 3.7197], [0.2954, 4.1020, -0.0659], [-0.8315, 3.8645, 1.2606], [-1.9162, 3.7569, -1.0561], [-2.2455, 2.3884, -0.0046], [-1.6850, 1.4801, -2.0131], [0.2423, 3.5975, -2.2048], [-0.7226, 2.8709, -3.4738], [1.7364, 2.3421, -3.7083], [0.7627, 0.8825, -3.4957], [2.2444, 2.2876, -1.3930], [3.6066, 0.5075, -1.1331], [3.5737, 0.8137, -2.8706], [3.2226, -1.6421, -2.2583], [1.9027, -0.9818, -3.2131], [1.7014, -3.8692, -1.0809], [2.2205, -4.0215, 0.6009], [3.3755, -3.5373, -0.6318], [3.3451, -2.6679, 2.2536], [3.5934, -1.1324, 4.1747], [2.5893, 1.1392, 4.0839], [-2.5650, -2.8836, -4.3105], [-2.7317, -1.9903, -2.7042], [-3.5629, -2.9490, -1.3524], [-3.4313, -0.2642, -2.8822], [-0.9557, -1.6807, -2.0683], [0.1788, -1.5587, -1.6437], [-3.5582, -3.0782, -4.7223], [-2.0699, -3.8471, -4.1823], [-2.0093, -2.3046, -5.0494], [-4.5911, -3.1717, -1.6478], [-3.6170, -2.4018, -0.4080], [-3.0658, -3.9035, -1.1732], [-4.4488, -0.3163, -3.2767], [-2.8568, 0.3377, -3.5929], [-3.5071, 0.2536, -1.9196], [-1.2688, -0.3102, 0.7957], [-1.1567, -0.3393, 2.2502], [-0.6409, -1.4674, 2.8671], [-0.5127, -1.4896, 4.2492], [-0.9027, -0.3920, 5.0057], [-1.4403, 0.7242, 4.3786], [-1.5656, 0.7556, 2.9954], [-2.1474, 0.1481, 0.5567], [-1.3814, -1.2658, 0.4564], [-0.3740, -2.3405, 2.2802], [-0.1344, -2.3775, 4.7384], [-0.8225, -0.4207, 6.0838], [-1.7905, 1.5611, 4.9688], [-2.0197, 1.6145, 2.5112]],
  "mulliken_charge": [-0.29, -1.96, 0.38, 0.97, -0.93, -1.08, 0.26, -0.79, -0.61, -0.05, -1.04, -0.62, 0.67, 0.14, -1.65, -0.07, -0.96, -1.19, -0.76, 1.04, 0.92, 0.50, 0.54, 0.30, 0.41, 0.64, 0.52, 0.32, -0.21, 0.31, 0.49, 0.47, 0.36, 0.35, 0.39, 0.52, 0.46, 0.50, 0.34, 0.60, 0.36, 0.61, 0.50, 0.53, -1.00, -0.12, -0.98, -0.90, -0.12, 0.55, 0.37, 0.36, 0.35, 0.40, 0.32, 0.37, 0.50, 0.30, 0.24, -0.13, 0.16, -0.36, -0.78, -0.72, -0.69, -0.45, 0.42, 0.20, 0.55, 0.50, 0.47, 0.56, 0.42],
  "relative_energy_kcal_mol": 0.0,
  "multiplicity": 2,
  "total_energy_ev": -46586.75016,
  "fmax_ev_per_a": 1.97,
  "charge": 3,
  "s_squared": 0.83
}